(1)
{
  "formula": "C4H14N2O",
  "method": "ωB97M-V with the def2-TZVPD basis set",
  "e_homo_ev": -8.35,
  "e_tot_ev": -9401.4317,
  "largest_force_ha_per_bohr": 0.044,
  "mol_weight_g_mol": 106.2,
  "smiles": "CNCCNC.O",
  "charge": 0,
  "orbital_gap_ha": 0.338,
  "symbols": ["C", "N", "C", "C", "N", "C", "H", "H", "H", "H", "H", "H", "H", "H", "H", "H", "H", "H", "O", "H", "H"],
  "coordinates": [[-0.866, -0.349, -2.915], [-1.279, -0.642, -1.532], [-0.245, -0.776, -0.548], [-0.255, 0.149, 0.674], [-0.399, 1.548, 0.253], [-0.248, 2.448, 1.435], [-0.264, -1.220, -3.181], [-1.763, -0.377, -3.538], [-0.373, 0.620, -2.986], [-2.087, -0.098, -1.280], [0.707, -0.660, -1.092], [-0.140, -1.806, -0.140], [0.661, -0.184, 1.158], [-1.138, -0.098, 1.245], [0.364, 1.778, -0.372], [0.487, 1.918, 2.056], [-1.152, 2.740, 1.952], [0.302, 3.395, 1.252], [2.721, -2.150, 2.240], [2.395, -2.196, 1.339], [2.005, -1.842, 2.812]]
}



(2)
{
  "formula": "C4H14N2O",
  "method": "ωB97M-V with the def2-TZVPD basis set",
  "e_homo_ev": -7.95,
  "e_tot_ev": -9401.4911,
  "largest_force_ha_per_bohr": 0.061,
  "mol_weight_g_mol": 106.2,
  "smiles": "CNCCCN.O",
  "charge": 0,
  "orbital_gap_ha": 0.319,
  "symbols": ["C", "N", "C", "C", "C", "N", "H", "H", "H", "H", "H", "H", "H", "H", "H", "H", "H", "H", "O", "H", "H"],
  "coordinates": [[-0.807, 3.278, -0.603], [-0.896, 1.910, -0.883], [0.124, 0.908, -0.705], [-0.462, -0.277, 0.044], [-1.186, 0.020, 1.360], [-0.121, 0.321, 2.367], [-1.696, 3.769, -0.219], [-0.569, 3.924, -1.490], [0.031, 3.396, 0.174], [-1.834, 1.639, -1.127], [0.989, 1.386, -0.239], [0.439, 0.514, -1.689], [-1.109, -0.725, -0.693], [0.288, -1.077, 0.116], [-1.751, 0.921, 1.028], [-1.991, -0.718, 1.686], [0.135, -0.599, 2.719], [-0.637, 0.742, 3.137], [2.805, -5.324, -1.507], [2.762, -4.366, -1.391], [3.483, -5.553, -0.861]]
}



(3)
{
  "formula": "C4H14N2O",
  "method": "ωB97M-V with the def2-TZVPD basis set",
  "e_homo_ev": -9.07,
  "e_tot_ev": -9401.2900,
  "largest_force_ha_per_bohr": 0.071,
  "mol_weight_g_mol": 106.2,
  "smiles": "CC(N)N.COC",
  "charge": 0,
  "orbital_gap_ha": 0.366,
  "symbols": ["C", "C", "N", "N", "H", "H", "H", "H", "H", "H", "H", "H", "C", "O", "C", "H", "H", "H", "H", "H", "H"],
  "coordinates": [[1.513, 0.376, 0.915], [1.685, -0.923, 0.141], [0.526, -1.196, -0.668], [1.589, -2.077, 1.131], [1.366, 1.196, 0.217], [2.372, 0.562, 1.558], [0.625, 0.322, 1.544], [2.612, -0.926, -0.453], [0.759, -1.840, -1.419], [0.083, -1.848, 0.170], [2.131, -1.905, 1.974], [1.980, -2.927, 0.733], [-1.317, 1.696, -1.550], [-2.605, 1.350, -1.093], [-2.586, 0.797, 0.203], [-1.434, 2.071, -2.567], [-0.649, 0.826, -1.555], [-0.872, 2.480, -0.921], [-1.961, -0.106, 0.243], [-2.204, 1.519, 0.938], [-3.615, 0.552, 0.457]]
}



(4)
{
  "formula": "C4H14N2O",
  "method": "ωB97M-V with the def2-TZVPD basis set",
  "e_homo_ev": -9.00,
  "e_tot_ev": -9401.9853,
  "largest_force_ha_per_bohr": 0.028,
  "mol_weight_g_mol": 106.2,
  "smiles": "CNCCCN.O",
  "charge": 0,
  "orbital_gap_ha": 0.366,
  "symbols": ["C", "N", "C", "C", "C", "N", "H", "H", "H", "H", "H", "H", "H", "H", "H", "H", "H", "H", "O", "H", "H"],
  "coordinates": [[0.100, 2.602, 1.567], [-0.233, 2.171, 0.221], [-1.068, 0.973, 0.171], [-1.066, 0.349, -1.208], [0.130, -0.599, -1.358], [-0.026, -1.808, -0.528], [-0.713, 2.848, 2.263], [0.792, 1.854, 1.954], [0.753, 3.484, 1.492], [-0.683, 2.917, -0.297], [-2.054, 1.164, 0.615], [-0.624, 0.270, 0.896], [-0.895, 1.192, -1.902], [-1.964, -0.232, -1.412], [1.126, -0.185, -1.170], [0.179, -1.024, -2.369], [-0.466, -1.801, 0.380], [-0.498, -2.515, -1.071], [1.916, -3.170, 0.713], [1.973, -3.197, 1.667], [1.546, -2.339, 0.325]]
}



Repeat the second record exactly.
{
  "formula": "C4H14N2O",
  "method": "ωB97M-V with the def2-TZVPD basis set",
  "e_homo_ev": -7.95,
  "e_tot_ev": -9401.4911,
  "largest_force_ha_per_bohr": 0.061,
  "mol_weight_g_mol": 106.2,
  "smiles": "CNCCCN.O",
  "charge": 0,
  "orbital_gap_ha": 0.319,
  "symbols": ["C", "N", "C", "C", "C", "N", "H", "H", "H", "H", "H", "H", "H", "H", "H", "H", "H", "H", "O", "H", "H"],
  "coordinates": [[-0.807, 3.278, -0.603], [-0.896, 1.910, -0.883], [0.124, 0.908, -0.705], [-0.462, -0.277, 0.044], [-1.186, 0.020, 1.360], [-0.121, 0.321, 2.367], [-1.696, 3.769, -0.219], [-0.569, 3.924, -1.490], [0.031, 3.396, 0.174], [-1.834, 1.639, -1.127], [0.989, 1.386, -0.239], [0.439, 0.514, -1.689], [-1.109, -0.725, -0.693], [0.288, -1.077, 0.116], [-1.751, 0.921, 1.028], [-1.991, -0.718, 1.686], [0.135, -0.599, 2.719], [-0.637, 0.742, 3.137], [2.805, -5.324, -1.507], [2.762, -4.366, -1.391], [3.483, -5.553, -0.861]]
}